[1]
Here is the ion C4H11N2OS with charge +1 at a distorted geometry from the Open Molecules 2025 dataset. Energies are from wB97M-V/def2-TZVPD.

XYZ file:
```
19
Properties=species:S:1:pos:R:3:mulliken_charge:R:1
S 2.29269 -0.93296 0.94670 -0.1683
O -1.51499 0.35652 1.35822 -0.4304
N 0.94836 1.39564 0.89723 -0.6435
N -0.32766 -0.37777 -0.28626 -0.2662
C -1.48310 -0.41311 0.32840 0.6833
C 1.22846 0.30481 0.07206 0.8998
C 1.48272 0.62524 -1.30677 -1.7297
C -2.75279 -1.25884 0.19148 -1.0043
H 1.21665 1.53476 1.91343 0.2779
H 0.76626 2.29076 0.43774 0.2241
H -3.52164 -0.63204 0.58527 0.3477
H -2.48790 -2.14925 0.76683 0.3079
H 2.41497 1.19659 -1.45245 0.4088
H 1.42905 -0.23699 -2.02971 0.4120
H -0.56462 0.66289 1.40434 0.4116
H -2.82746 -1.60713 -0.88610 0.3284
H 3.16025 -1.05939 -0.12792 0.2121
H -0.28311 -1.04207 -1.04693 0.2118
H 0.82387 1.34236 -1.76556 0.5172
```

Output
ΔE to the lowest compared entry with this formula, charge and spin, kcal per mole: 42.06
Multiplicity: 1
SMILES: C/C(O)=[NH+]/[C@@](C)(N)S
Molecular weight, g/mol: 135.21
Total charge: +1

***

[2]
Here is a structure of composition C22H42Cu2N2O30S5 at a distorted geometry from the Open Molecules 2025 dataset. Energies are from wB97M-V/def2-TZVPD.

XYZ file:
```
103
Properties=species:S:1:pos:R:3:mulliken_charge:R:1
Cu 7.89650 -5.37619 0.12305 0.5932
Cu 6.55707 -10.48082 -4.26765 0.5132
S -2.99093 -15.98876 -3.85143 1.0281
S 4.74529 -18.45429 0.62728 1.0568
S -5.55768 -7.87781 0.42637 1.0914
S 2.91330 -17.05692 -9.29315 1.0688
S -2.24186 -2.84275 -2.94993 1.0897
O -4.43126 -16.21930 -3.70163 -0.5186
O -1.35800 -3.96479 -2.55091 -0.4970
O 4.17658 -2.86894 1.99544 -0.6186
O -2.75560 -1.96170 -1.64412 -0.2870
O 3.72887 -18.80965 -0.37177 -0.5165
O 4.60052 -16.83888 0.99191 -0.3087
O 6.89945 -4.09881 -4.15201 -0.5293
O -4.06264 -7.95400 1.20474 -0.3361
O -1.90363 -1.94205 -4.07598 -0.5294
O -6.17828 -6.53537 0.50902 -0.5022
O 5.03059 -8.41680 -1.48505 -0.6939
O 3.29333 -10.82340 -2.83949 -0.6884
O 2.20053 -10.52016 3.78227 -0.4971
O 3.83068 -16.99372 -7.93547 -0.3147
O 7.13030 -4.57215 -6.15437 -0.5173
O 2.56345 -1.36192 2.50973 -0.3511
O 1.89516 -18.13006 -9.32590 -0.5313
O -3.08852 -7.15067 -7.51297 -0.5829
O -2.13722 -17.04893 -2.90895 -0.3023
O -6.34266 -9.07779 0.73443 -0.5158
O -2.48155 -14.64286 -3.02114 -0.2796
O -3.76511 -3.45539 -3.12275 -0.3103
O -2.73846 -9.31041 -8.05845 -0.3566
O -2.42214 -15.88924 -5.17568 -0.4967
O 1.63620 -12.47609 3.17950 -0.5147
O 4.82848 -19.33040 1.81655 -0.5032
O 2.11506 -15.62013 -9.11154 -0.2954
O 6.13394 -18.13622 -0.16392 -0.3138
O -4.77332 -8.03409 -1.00576 -0.3043
O 3.76932 -16.98200 -10.44647 -0.5262
N 6.37744 -4.39205 -5.18800 0.8418
N 2.44054 -11.69009 3.72632 0.8211
C 4.91649 -4.55858 -5.32252 -0.6730
C -4.16465 -1.83168 -1.58373 -0.2461
C -4.76035 -2.44648 -2.88542 -0.2881
C -1.82705 -16.43204 -1.67734 -0.3444
C -1.36302 -15.02080 -2.14964 -0.2662
C 5.09818 -15.98544 -0.01780 -0.2159
C 3.00816 -2.62665 2.30853 0.5670
C -2.32062 -8.08185 -7.58488 0.4955
C -0.33391 -9.38538 -7.93474 -0.4756
C -1.58365 -10.18053 -8.07534 -0.3690
C 3.59395 -12.17476 4.46064 -0.6593
C 1.89590 -3.56131 2.77852 -0.4414
C 1.21432 -1.36007 3.05918 -0.3836
C 6.24566 -16.78881 -0.55275 -0.2861
C 3.84599 -8.99956 -0.95572 -0.1722
C 2.86814 -9.70219 -1.99926 -0.3571
C 0.95136 -2.68823 3.63626 -0.4334
C 2.58995 -14.97747 -7.93529 -0.2432
C -0.83945 -8.16293 -7.19220 -0.3676
C -2.99950 -8.40357 0.39666 -0.2057
C 3.43982 -15.90436 -7.08190 -0.2488
C -3.64196 -8.87007 -0.95710 -0.3316
H -0.45642 -7.20302 -7.53854 0.2635
H -3.92050 -9.92362 -0.93332 0.2591
H 2.30915 -4.41396 3.31734 0.2991
H -4.68264 -1.74561 -3.71660 0.2683
H 4.13428 -9.69933 -0.17132 0.1593
H 1.71687 -14.77777 -7.31404 0.2759
H 1.27270 -2.63770 4.67660 0.2392
H 4.43524 -4.45052 -4.35050 0.3146
H -1.12210 -14.33537 -1.33708 0.3552
H 1.34470 -3.99884 1.94615 0.2395
H -0.10981 -2.93695 3.62415 0.3307
H 3.41579 -12.14097 5.53545 0.2911
H 7.16303 -16.34429 -0.16681 0.2582
H 2.42516 -8.97526 -2.68003 0.2096
H 3.00720 -16.42602 -6.22821 0.2643
H -1.69844 -10.80958 -7.19259 0.2853
H 0.35376 -9.92079 -7.28012 0.2687
H 0.12516 -9.04360 -8.86240 0.3083
H -1.00249 -16.99192 -1.23604 0.2948
H 4.57887 -3.84580 -6.07488 0.2729
H -4.48020 -2.30574 -0.65432 0.2506
H -2.30622 -7.57772 0.23725 0.2590
H -1.41704 -10.71608 -9.00996 0.2941
H -4.25685 -0.75687 -1.42755 0.2614
H 5.51014 -15.04704 0.35340 0.3027
H 1.93677 -10.00888 -1.52325 0.2399
H -3.15617 -8.78867 -1.92946 0.3078
H 3.29658 -8.23747 -0.40301 0.2120
H 4.41473 -15.69636 -0.81619 0.2500
H -0.77508 -8.21232 -6.10523 0.2369
H -2.66394 -16.48866 -0.98128 0.2717
H 4.36493 -11.40908 4.37444 0.2991
H 0.48690 -1.03999 2.31319 0.2643
H -5.71849 -2.96597 -2.89960 0.2862
H 3.90065 -13.18339 4.18372 0.2589
H 3.13760 -14.07122 -8.19393 0.2904
H 6.25960 -16.68464 -1.63767 0.2752
H 1.14867 -0.65791 3.89030 0.2829
H -2.43716 -9.20908 0.86893 0.2784
H 4.29653 -15.37444 -6.66556 0.2602
H -0.40494 -15.11865 -2.66014 0.2578
H 4.81736 -5.61983 -5.55061 0.2833
```

Output
Electronic energy, Eh: -8501.187173
Multiplicity: 1
Molecular weight, g/mol: 1101.99

***

[3]
Here is a structure of composition C37H30MgO3P2S at a distorted geometry from the Open Molecules 2025 dataset. Energies are from wB97M-V/def2-TZVPD.

XYZ file:
```
74
Properties=species:S:1:pos:R:3:mulliken_charge:R:1
S 0.98543 -1.09296 2.02509 0.9086
P 2.36874 0.85200 -0.76483 -1.1312
P -2.17748 -1.57230 0.44069 1.1273
Mg 0.00000 0.00000 0.00000 1.4048
O 2.54460 -0.59015 -1.64543 0.7481
O 1.71569 -0.97284 3.33567 -0.8421
O 0.53737 -1.55510 -1.10079 -0.5347
C -4.34006 -2.95908 -0.82703 -0.3530
C -2.96322 -2.70259 -0.75949 0.1870
C -2.64370 -4.27694 -2.60229 -0.7659
C -0.10638 0.17654 -2.00725 0.3404
C -2.12503 -3.37774 -1.66693 -0.1197
C -1.60660 -4.88024 2.84896 -0.7486
C 2.82621 -0.83026 -0.14135 0.7585
C -3.52457 -0.81239 1.38819 0.4134
C 1.66498 -1.49179 -1.65889 0.1139
C 0.32980 -3.51543 3.20269 -0.4113
C -5.42464 0.73019 1.39671 -0.7712
C 2.27092 -1.66377 0.86760 1.0754
C -4.38723 0.08017 0.72258 -0.5034
C 2.05922 1.94217 1.76667 -0.4884
C 0.36596 2.58200 0.20128 0.3328
C -0.28124 -0.50872 -4.32128 -0.9729
C -0.25919 3.35318 1.18784 -0.5080
C -5.60874 0.51557 2.75792 -0.4997
C -1.34772 -2.76719 1.59667 -0.2644
C 4.50500 -2.58980 -0.61604 -1.0159
C -4.01277 -4.51702 -2.65019 -0.5142
C 1.85285 0.11711 -3.38402 -0.8964
C 3.94883 -1.33584 -0.86122 -0.7101
C 1.50481 1.81137 0.48096 0.1373
C 1.08753 -0.32355 -4.46822 -0.7876
C -3.71421 -0.99188 2.76506 -0.5352
C 1.27051 0.37003 -2.12691 0.5641
C -0.88035 -0.25010 -3.09263 -0.3012
C -4.86038 -3.85806 -1.76440 -0.6782
C 0.27188 3.40687 2.47147 -0.4341
C 3.96248 -3.38651 0.37107 -1.0151
C -0.40820 -4.65859 3.50048 -0.8313
C 2.87245 -2.92163 1.10625 -0.8212
C -0.07947 -2.58185 2.21921 -0.3330
C -4.75115 -0.34050 3.44253 -0.7138
C 1.44024 2.71196 2.75749 -0.7373
C -2.07306 -3.94371 1.92582 -0.1254
H -0.21303 4.00118 3.24063 0.3776
H 2.92282 0.24853 -3.53238 0.5051
H 4.42333 -0.73458 -1.63761 0.4651
H 5.36656 -2.92719 -1.18556 0.4193
H -0.88107 -0.85618 -5.15801 0.4384
H 1.87529 2.75823 3.75279 0.4047
H -1.97431 -4.79038 -3.28756 0.4409
H -1.04795 -3.21380 -1.65113 0.2112
H -0.05411 2.61654 -0.80106 0.4123
H -4.25940 0.27923 -0.34056 0.4237
H -0.48145 1.39327 0.98624 -0.0060
H -0.05192 -5.35777 4.25231 0.3930
H -4.41833 -5.21947 -3.37344 0.3729
H 2.53179 -3.56067 1.91215 0.2695
H -6.08100 1.40834 0.85774 0.4074
H -1.15444 3.91963 0.94597 0.4021
H 1.56617 -0.52572 -5.42306 0.4141
H -4.87880 -0.49694 4.51083 0.4108
H -2.20062 -5.76166 3.07638 0.4266
H -3.04925 -4.13889 1.48493 0.4516
H 1.24423 -3.34185 3.77038 0.5689
H -1.95074 -0.39524 -2.97096 0.5537
H 1.93616 -2.40871 -2.28398 0.0910
H -5.93050 -4.04713 -1.79472 0.4166
H -6.41020 1.02332 3.28768 0.3843
H -0.60417 0.34969 -1.05978 0.1052
H 2.97919 1.42076 2.02964 0.3720
H -3.05546 -1.63001 3.34828 0.2932
H -5.03680 -2.48479 -0.14117 0.3964
H 4.39814 -4.35642 0.59618 0.4314
```

Output
Electronic energy, Eh: -2933.913252
Multiplicity: 1
Molecular weight, g/mol: 640.96